A molecular structure, C53H40NOP2PbSSe, computed with wB97M-V/def2-TZVPD.

Geometry as XYZ:
```
100
Properties=species:S:1:pos:R:3
Pb -0.38 -0.10 0.29
O 2.71 -1.19 -0.51
S 1.83 -0.17 -1.07
C 1.49 -0.48 -2.78
C 2.23 0.28 -3.69
C 2.40 -0.09 -5.02
C 1.91 -1.30 -5.42
C 2.05 -2.04 -6.72
C 1.30 -3.38 -6.50
C 0.77 -3.30 -5.10
C 0.07 -4.21 -4.35
C -0.34 -3.81 -3.07
C -0.04 -2.58 -2.51
P -1.05 -2.23 -1.07
C -0.84 -3.57 0.10
C -1.90 -4.41 0.45
C -1.67 -5.44 1.36
C -0.41 -5.62 1.91
C 0.64 -4.78 1.55
C 0.43 -3.76 0.65
C -2.78 -2.09 -1.52
C -3.24 -2.35 -2.81
C -4.60 -2.33 -3.07
C -5.50 -2.03 -2.05
C -5.04 -1.74 -0.77
C -3.69 -1.77 -0.50
C 0.83 -1.68 -3.20
C 1.14 -2.07 -4.52
C 2.55 1.43 -1.01
C 3.91 1.39 -0.77
C 4.71 2.54 -0.85
C 4.11 3.70 -1.25
C 4.70 5.06 -1.50
C 3.51 5.94 -1.96
C 2.32 5.02 -1.91
C 1.00 5.25 -2.20
C 0.10 4.21 -1.98
C 0.46 2.94 -1.54
P -1.02 2.02 -1.05
C -1.95 3.02 0.12
C -1.53 3.06 1.45
C -2.17 3.90 2.35
C -3.22 4.70 1.92
C -3.63 4.67 0.59
C -2.99 3.84 -0.31
C -2.01 1.59 -2.46
C -1.41 1.52 -3.72
C -2.19 1.22 -4.83
C -3.55 1.00 -4.68
C -4.15 1.06 -3.43
C -3.38 1.34 -2.31
C 1.85 2.64 -1.33
C 2.72 3.73 -1.49
H 2.73 1.18 -3.34
H 2.99 0.54 -5.68
H 3.10 -2.19 -6.96
H 1.63 -1.46 -7.54
H 1.96 -4.24 -6.62
H 0.48 -3.52 -7.22
H -0.20 -5.18 -4.73
H -0.96 -4.50 -2.51
H -2.88 -4.28 0.02
H -2.48 -6.10 1.64
H -0.24 -6.42 2.62
H 1.63 -4.94 1.97
H 1.26 -3.12 0.35
H -2.54 -2.58 -3.61
H -4.96 -2.55 -4.06
H -6.56 -2.03 -2.26
H -5.75 -1.51 0.02
H -3.34 -1.57 0.51
H 4.36 0.44 -0.53
H 5.77 2.47 -0.64
H 5.49 5.01 -2.24
H 5.16 5.45 -0.58
H 3.65 6.32 -2.97
H 3.36 6.81 -1.32
H 0.64 6.21 -2.55
H -0.95 4.42 -2.14
H -0.70 2.45 1.80
H -1.84 3.94 3.38
H -3.71 5.36 2.62
H -4.44 5.30 0.26
H -3.32 3.83 -1.35
H -0.36 1.72 -3.84
H -1.74 1.18 -5.81
H -4.16 0.80 -5.55
H -5.21 0.89 -3.32
H -3.85 1.38 -1.33
Se -1.12 -0.90 2.61
C -0.07 0.27 3.73
C 1.29 0.06 3.87
C 1.97 0.90 4.76
N 1.37 1.85 5.47
C 0.06 2.01 5.33
C -0.72 1.25 4.46
H 1.81 -0.72 3.34
H 3.03 0.79 4.90
H -0.41 2.78 5.95
H -1.79 1.42 4.38
```

Summary:
total charge = +3
ΔE to the lowest compared entry with this formula, charge and spin = 0.00 kJ/mol
E_HOMO = -15.7389 eV
Kohn-Sham gap = 5.85 eV
DFT total energy = -159130.2550 eV

Results of the Löwdin charge analysis, in e, for atoms 1 through 2: number 1, Pb, carries 0.88; number 2, O, carries -0.38

A molecular structure, C6H8O2 in a non-equilibrium geometry, computed with wB97M-V/def2-TZVPD.

Geometry as XYZ:
```
16
Properties=species:S:1:pos:R:3
C -1.85 -0.27 -0.34
C 0.00 -1.01 0.19
C 1.82 -0.24 -0.34
C 0.82 0.91 0.02
C -0.87 0.91 0.05
C -0.02 0.27 1.05
H -2.87 0.02 -0.01
H -1.83 -0.46 -1.42
H 0.00 -0.83 -0.94
H 2.82 -0.05 0.07
H 1.95 -0.47 -1.40
H 1.22 1.95 0.10
H -1.26 1.95 0.20
H 0.12 0.30 2.14
O -1.35 -1.49 0.31
O 1.32 -1.49 0.32
```

Summary:
ΔE to the lowest compared entry with this formula, charge and spin = 585.96 kJ/mol
E_HOMO = -9.4403 eV
Kohn-Sham gap = 10.51 eV
DFT total energy = -10440.6533 eV

Results of the natural (NBO) charge analysis, in e, for atoms 1 through 2: number 1, C, carries -0.10; number 2, C, carries 0.38

A molecular structure, C44H40Br2N3O2RbSb2, computed with wB97M-V/def2-TZVPD.

Geometry as XYZ:
```
94
Properties=species:S:1:pos:R:3
Rb -1.47 0.66 -0.26
Br -4.92 1.80 -0.42
C -4.52 3.60 -1.01
Br -2.65 3.91 -1.31
H -4.85 4.28 -0.23
H -5.04 3.76 -1.94
C -0.07 -1.38 2.21
C 1.07 -1.77 1.27
C 0.83 -3.10 0.55
Sb -0.61 -3.07 -1.07
C -2.40 -2.89 0.13
C -2.54 -3.48 1.38
C -3.68 -3.28 2.14
C -4.71 -2.48 1.66
C -4.61 -1.91 0.40
C -3.46 -2.12 -0.36
C -0.65 -5.21 -1.21
C 0.53 -5.87 -1.55
C 0.56 -7.25 -1.66
C -0.59 -7.99 -1.44
C -1.78 -7.34 -1.11
C -1.80 -5.96 -1.00
Sb 0.36 0.31 3.47
C -1.62 0.26 4.30
C -1.90 0.10 5.66
C -3.21 0.10 6.12
C -4.27 0.29 5.23
C -4.00 0.47 3.88
C -2.69 0.46 3.43
C 1.32 -0.84 5.00
C 0.78 -2.03 5.50
C 1.45 -2.76 6.46
C 2.68 -2.33 6.93
C 3.23 -1.15 6.44
C 2.55 -0.42 5.48
H -0.34 -2.20 2.87
H -0.99 -1.16 1.66
H 1.99 -1.84 1.85
H 1.23 -0.97 0.53
H 0.53 -3.88 1.25
H 1.75 -3.44 0.07
H -1.75 -4.11 1.78
H -3.77 -3.73 3.12
H -5.60 -2.32 2.25
H -5.42 -1.32 -0.01
H -3.39 -1.68 -1.35
H 1.44 -5.31 -1.73
H 1.49 -7.75 -1.91
H -0.57 -9.07 -1.53
H -2.68 -7.92 -0.95
H -2.73 -5.47 -0.73
H -1.09 -0.05 6.36
H -3.41 -0.03 7.17
H -5.28 0.30 5.60
H -4.82 0.62 3.18
H -2.52 0.59 2.37
H -0.19 -2.37 5.14
H 1.02 -3.68 6.84
H 3.21 -2.90 7.68
H 4.19 -0.81 6.80
H 2.99 0.50 5.10
C 1.60 3.45 -9.04
O 2.93 3.61 -8.58
C 3.10 4.10 -7.32
C 4.42 4.22 -6.89
C 4.69 4.72 -5.63
C 3.66 5.05 -4.76
C 2.35 4.96 -5.21
C 2.06 4.49 -6.48
N 3.97 5.64 -3.49
N 3.55 5.15 -2.42
C 2.86 3.93 -2.28
C 3.02 2.79 -3.06
C 2.39 1.59 -2.76
C 1.54 1.43 -1.64
O 0.94 0.35 -1.37
C 1.40 2.62 -0.78
N 0.61 2.51 0.32
C 0.48 3.54 1.12
C 1.12 4.77 0.90
C 1.90 4.91 -0.21
C 2.07 3.83 -1.10
H 1.68 3.04 -10.04
H 1.07 4.41 -9.09
H 1.04 2.76 -8.40
H 5.21 3.94 -7.56
H 5.72 4.83 -5.29
H 1.54 5.24 -4.54
H 1.03 4.42 -6.80
H 3.67 2.81 -3.92
H 2.55 0.72 -3.38
H -0.15 3.40 1.99
H 0.99 5.58 1.61
H 2.42 5.84 -0.42
```

Summary:
ΔE to the lowest compared entry with this formula, charge and spin = 11.19 kJ/mol
E_HOMO = -6.3171 eV
Kohn-Sham gap = 6.01 eV
DFT total energy = -208655.2913 eV

Results of the Löwdin charge analysis, in e, for atoms 1 through 2: number 1, Rb, carries 0.63; number 2, Br, carries 0.59

7 unconnected molecules or ions with the total composition C5H22NO8 in a non-equilibrium geometry, computed with wB97M-V/def2-TZVPD.

Geometry as XYZ:
```
36
Properties=species:S:1:pos:R:3
C -0.72 1.33 1.64
N 0.47 2.22 1.62
C 0.95 2.69 0.41
O 2.05 3.18 0.40
C -0.45 -0.03 0.95
C 0.47 -0.96 1.69
C 1.96 -0.76 1.33
O 2.27 -1.21 0.06
H -1.00 1.18 2.66
H -1.58 1.87 1.19
H 1.11 2.16 2.41
H 0.30 2.62 -0.48
H -0.04 0.15 -0.11
H -1.43 -0.51 0.80
H 0.31 -0.90 2.79
H 0.22 -2.02 1.39
H 2.28 0.25 1.36
H 2.57 -1.30 2.03
H -3.92 -0.52 -0.98
H -2.39 0.43 -1.18
O -3.19 -0.36 -0.45
H -2.21 -2.85 0.52
H -2.53 -1.66 -0.43
O -2.12 -2.61 -0.35
H 2.54 1.55 -1.18
H 2.48 0.05 -1.03
O 2.47 0.81 -1.70
H 1.54 -1.70 -0.39
H -0.57 -2.46 -0.96
O 0.35 -2.36 -1.33
H -0.48 0.31 -2.51
H -1.54 1.81 -1.01
O -1.72 1.19 -1.70
H 1.02 0.26 -2.54
H 0.27 -1.67 -2.03
O 0.25 -0.19 -2.87
```

Summary:
total charge = -1
ΔE to the lowest compared entry with this formula, charge and spin = 234.60 kJ/mol
E_HOMO = -6.0706 eV
Kohn-Sham gap = 9.21 eV
DFT total energy = -23414.6022 eV

Results of the natural (NBO) charge analysis, in e, for atoms 1 through 2: number 1, C, carries -0.22; number 2, N, carries -0.64

7 unconnected molecules or ions with the total composition C15H15Cl15N2 in a non-equilibrium geometry, computed with wB97M-V/def2-TZVPD.

Geometry as XYZ:
```
47
Properties=species:S:1:pos:R:3
Cl -4.98 2.61 -3.81
C -6.42 3.59 -3.92
Cl -6.93 4.28 -2.34
Cl -7.76 2.61 -4.59
H -6.11 4.42 -4.56
Cl -0.55 -2.01 -1.21
C -0.53 -0.66 -2.39
Cl -0.89 -1.20 -4.04
Cl 1.14 0.07 -2.38
H -1.26 0.09 -2.09
Cl 2.48 0.75 -8.22
C 0.88 1.67 -8.37
Cl 0.60 2.32 -10.02
Cl 0.66 2.89 -7.12
H 0.17 0.87 -8.15
Cl 7.16 2.14 -0.80
C 6.85 0.40 -1.21
Cl 8.19 -0.60 -0.53
Cl 6.76 0.18 -2.95
H 5.91 0.13 -0.72
Cl -4.41 -6.92 0.43
C -2.81 -7.11 1.23
Cl -2.17 -8.78 1.11
Cl -2.73 -6.54 2.90
H -2.15 -6.45 0.66
C 3.57 -0.07 2.89
C 3.82 -1.15 3.67
C 4.87 -1.09 4.60
N 5.62 0.06 4.71
C 5.36 1.15 3.92
C 4.31 1.11 3.00
H 2.73 -0.09 2.21
H 3.27 -2.08 3.65
H 5.11 -1.87 5.30
H 5.95 2.05 3.95
H 4.11 1.97 2.37
C -2.81 0.98 3.85
C -3.55 2.13 3.70
C -4.51 2.16 2.66
N -4.72 1.14 1.80
C -3.96 -0.05 1.93
C -3.09 -0.13 2.99
H -2.04 0.86 4.60
H -3.38 3.00 4.32
H -5.15 3.03 2.63
H -4.10 -0.86 1.23
H -2.51 -1.03 3.10
```

Summary:
ΔE to the lowest compared entry with this formula, charge and spin = 168.71 kJ/mol
SMILES = ClC(Cl)Cl.ClC(Cl)Cl.ClC(Cl)Cl.ClC(Cl)Cl.ClC(Cl)Cl.c1ccncc1.c1ccncc1
E_HOMO = -9.7080 eV
Kohn-Sham gap = 9.68 eV
DFT total energy = -206612.7117 eV

Results of the natural (NBO) charge analysis, in e, for atoms 1 through 2: number 1, Cl, carries 0.03; number 2, C, carries -0.27

A molecular structure, C33H62CdGeN7O10PSi3 in a non-equilibrium geometry, computed with wB97M-V/def2-TZVPD.

Geometry as XYZ:
```
118
Properties=species:S:1:pos:R:3
Cd -0.05 1.46 0.99
O 1.60 3.15 -2.42
C 0.88 2.97 -1.45
O 0.40 1.85 -1.09
C 0.46 4.29 -0.74
C 1.15 5.43 -1.06
C 0.82 6.65 -0.52
C -0.15 6.88 0.41
C -0.55 5.66 0.99
C -0.42 4.37 0.39
O -1.10 3.42 0.94
N -1.03 5.68 2.34
O -1.67 6.70 2.67
O -0.69 4.79 3.10
N 1.28 7.79 -1.31
O 0.72 8.88 -0.96
O 2.14 7.65 -2.20
H 1.96 5.34 -1.77
H -0.39 7.86 0.81
O -0.98 -3.01 -1.16
N -0.35 -2.81 -2.17
O 1.03 -3.15 -1.98
C 3.83 -1.57 3.06
C 4.13 -0.03 2.88
C 4.44 0.82 4.09
C 5.17 0.11 1.74
C 2.83 0.51 2.43
N 1.87 0.82 1.88
H 4.68 -2.13 3.48
H 3.52 -2.03 2.08
H 2.89 -1.70 3.58
H 5.18 0.25 4.70
H 3.53 1.07 4.70
H 4.92 1.79 3.85
H 6.14 -0.21 2.24
H 5.35 1.14 1.44
H 4.98 -0.49 0.86
C -0.02 -1.79 -6.17
Si 0.73 -0.99 -4.66
C 2.14 0.30 -5.05
C -0.60 -0.08 -3.76
Ge 1.92 -2.89 -3.66
Si 4.25 -2.75 -3.17
C 4.66 -4.13 -1.95
C 4.34 -1.09 -2.41
C 5.00 -2.95 -4.88
Si 1.49 -5.19 -4.49
C 2.20 -6.36 -3.21
C -0.36 -5.54 -4.52
C 2.24 -5.30 -6.28
H -0.69 -1.14 -6.78
H -0.62 -2.62 -5.86
H 0.74 -2.23 -6.83
H 3.09 -0.09 -5.42
H 2.22 0.91 -4.15
H 1.63 0.95 -5.80
H -1.27 0.45 -4.45
H -0.17 0.72 -3.15
H -1.17 -0.71 -3.13
H 3.74 -4.31 -1.37
H 5.44 -3.76 -1.25
H 4.89 -5.07 -2.54
H 4.45 -1.07 -1.29
H 3.51 -0.43 -2.67
H 5.31 -0.62 -2.74
H 4.09 -2.87 -5.54
H 5.47 -3.93 -5.03
H 5.70 -2.19 -5.27
H 2.01 -6.04 -2.15
H 3.29 -6.60 -3.29
H 1.56 -7.25 -3.25
H -0.84 -5.66 -3.53
H -0.50 -6.39 -5.18
H -1.00 -4.79 -5.02
H 1.56 -4.69 -6.91
H 2.25 -6.30 -6.81
H 3.27 -4.83 -6.39
O -1.75 0.44 2.13
P -3.11 0.64 2.76
N -4.06 1.82 2.04
C -4.29 2.02 0.58
C -4.42 3.56 0.42
C -4.54 4.15 1.79
C -4.55 3.00 2.83
N -3.89 -0.81 2.67
C -3.19 -2.09 2.73
C -4.26 -3.12 2.84
C -5.63 -2.42 2.80
C -5.33 -0.98 2.27
N -2.95 1.20 4.34
C -1.72 1.80 4.79
C -1.49 1.32 6.25
C -2.80 0.67 6.76
C -3.75 0.61 5.49
H -5.26 1.59 0.40
H -3.45 1.53 0.07
H -5.37 3.79 -0.15
H -3.65 4.07 -0.17
H -5.43 4.81 1.85
H -3.71 4.86 2.08
H -5.54 2.79 3.24
H -3.87 3.20 3.63
H -2.57 -2.01 3.60
H -2.49 -2.14 1.87
H -4.05 -3.70 3.69
H -4.20 -3.87 2.05
H -6.11 -2.43 3.83
H -6.41 -2.88 2.14
H -5.99 -0.29 2.76
H -5.48 -0.88 1.13
H -1.75 2.91 4.75
H -0.88 1.47 4.10
H -1.16 2.12 6.92
H -0.67 0.58 6.21
H -3.27 1.24 7.55
H -2.70 -0.32 7.13
H -4.62 1.27 5.75
H -4.11 -0.38 5.25
```

Summary:
total charge = -1
2S+1 = 2
ΔE to the lowest compared entry with this formula, charge and spin = 4.40 kJ/mol
E_HOMO (spin up / spin down) = -0.7243 / -4.0090 eV
Kohn-Sham gap (spin up / spin down) = 2.32 / 5.60 eV
DFT total energy = -160130.0032 eV

Results of the Löwdin charge analysis, in e, for atoms 1 through 2: number 1, Cd, carries 1.40; number 2, O, carries 0.01